The following is a DFT calculation (ωB97M-V/def2-TZVPD) of a cluster of 7 separate species, C41H55BBr2IO17P in total.

Summary:
HOMO   -8.941 eV
Charge   0
SMILES string   CB(O)C1=C(P(O)O)C(=O)c2cc(CCCI)cc([C@@H](Br)[C@@H](C)Br)c2C1=O.O=C1CCCO1.O=C1CCCO1.O=C1CCCO1.O=C1CCCO1.O=C1CCCO1.O=C1CCCO1
Gap between HOMO and LUMO   8.0 eV
LUMO energy   -0.9228 eV

Each line ends with the Löwdin charge.
CARTESIAN COORDINATES (ANGSTROEM)
C: 0.56 -0.38 0.64  -0.030
O: 1.78 4.31 6.31  0.009
O: 1.37 1.26 -0.90  0.112
C: 2.74 -1.91 -0.50  -0.194
C: 1.82 0.09 7.87  -0.143
O: 1.85 4.04 8.52  0.123
C: -0.71 0.08 0.97  -0.201
H: 0.83 -2.37 -3.19  0.070
C: 2.18 -0.93 -1.21  0.002
C: -5.98 1.07 1.64  -0.519
H: -2.54 -3.12 -8.76  0.126
H: -2.37 -1.73 -6.17  0.133
H: -1.29 -4.21 4.51  0.108
H: -3.42 2.34 -4.52  0.130
C: -0.33 2.67 -3.42  -0.143
H: 0.16 1.50 8.02  0.137
O: -0.71 0.55 5.45  0.127
C: -1.41 1.16 0.18  -0.629
C: 0.49 -1.94 2.47  0.059
C: 0.02 0.21 6.33  -0.467
H: -8.76 1.56 1.31  0.117
H: -3.10 2.39 -2.77  0.082
H: -0.83 1.47 -0.68  0.056
O: -2.30 -0.08 -3.99  0.093
H: 1.44 5.28 4.52  0.123
C: -0.41 3.21 1.25  -0.104
O: -3.38 0.54 -7.63  0.119
H: 0.43 2.76 0.72  0.065
H: 4.76 -1.64 -2.17  0.062
C: 8.04 -3.32 -5.31  -0.157
H: 3.14 5.11 4.98  0.127
C: -1.77 -3.61 3.74  -0.291
H: -1.40 -2.39 -9.90  0.122
H: 4.91 -4.33 -5.61  0.127
H: -1.19 -0.41 -6.30  0.108
O: 6.58 -6.41 -5.00  0.123
C: -7.58 0.02 0.37  -0.153
C: -1.36 -0.48 2.06  0.015
H: -3.65 -4.17 4.72  0.037
H: 0.40 -1.35 8.69  0.126
H: 6.32 -1.95 -5.29  0.111
C: -1.89 -2.26 -8.95  -0.158
O: -6.53 -0.14 1.33  0.016
H: 1.67 -1.79 -4.64  0.075
H: -8.48 1.86 -0.41  0.114
O: 4.40 -2.50 -2.44  -0.292
H: -0.56 4.23 0.92  0.052
H: -1.43 3.55 -5.05  0.118
C: 0.83 1.08 7.26  -0.071
C: 1.24 -1.49 -3.69  0.029
C: -1.56 3.37 -3.98  -0.135
C: 2.49 -1.92 0.99  -0.339
C: -6.73 2.16 0.91  -0.087
H: -2.35 -0.16 2.33  0.121
O: 8.05 -4.76 -5.31  0.022
H: 0.60 2.96 -3.91  0.129
H: 0.95 -2.73 3.05  0.140
C: -3.27 -3.92 3.74  -0.637
C: 2.14 5.32 5.35  -0.148
H: -8.36 -0.70 0.60  0.124
C: 1.15 -1.40 1.39  -0.071
O: -0.55 1.27 -3.68  -0.012
C: -1.69 2.37 1.08  -0.733
H: -0.15 3.26 2.31  0.079
Br: -3.14 3.47 0.42  0.712
H: 2.70 0.02 7.23  0.120
H: 1.05 7.01 6.13  0.119
C: 2.00 4.75 7.57  -0.484
Br: -3.00 0.32 -0.61  0.796
H: -0.22 2.80 -2.35  0.108
H: -3.85 -3.13 3.28  0.036
C: -1.88 1.02 -3.84  -0.520
C: -2.71 -0.43 -7.83  -0.482
H: 6.48 -2.93 -6.75  0.116
C: 5.81 -4.09 -5.05  -0.077
B: 2.27 -0.74 -2.78  -0.520
H: -6.13 2.46 0.04  0.105
H: 8.33 -2.97 -4.32  0.125
O: -5.03 1.17 2.35  0.087
C: -1.51 -2.09 3.98  -0.131
C: -1.77 -1.13 -6.86  -0.081
I: -3.71 -5.66 2.55  0.711
H: 1.67 -2.09 7.70  0.124
O: 2.57 -4.08 -1.92  -0.249
C: -2.65 2.32 -3.76  -0.072
H: 8.77 -2.97 -6.04  0.122
C: -0.78 -1.49 2.81  -0.179
H: 2.72 7.41 5.70  0.115
C: -8.03 1.47 0.50  -0.149
O: -2.71 -1.08 -9.02  0.021
H: 1.31 1.89 6.71  0.104
C: 1.35 0.11 -0.51  -0.252
O: 3.32 -2.30 1.79  0.097
C: 6.60 -2.93 -5.67  -0.150
C: 1.04 -1.21 7.82  -0.148
H: -2.48 -1.59 4.06  0.114
H: -0.07 -1.43 -8.15  0.116
H: 5.57 -3.90 -4.01  0.100
H: -1.38 -3.91 2.77  0.071
H: -7.18 -0.20 -0.62  0.127
H: 3.56 6.20 7.68  0.132
H: -2.01 1.99 2.05  0.079
H: -0.56 -2.92 -7.34  0.114
C: 2.48 6.19 7.53  -0.072
H: 3.02 0.26 -4.23  0.110
H: 0.39 -0.81 -3.85  0.052
H: -0.92 -1.93 4.87  0.088
P: 3.77 -3.29 -1.14  0.889
O: 3.20 0.11 -3.30  0.158
C: -0.93 -2.00 -7.79  -0.151
H: -1.75 4.33 -3.50  0.116
C: 2.08 6.64 6.12  -0.149
H: 2.77 -5.02 -1.90  0.052
H: -6.87 3.02 1.56  0.126
H: 2.16 0.35 8.87  0.118
O: 0.19 -1.10 6.65  -0.005
C: 6.80 -5.24 -5.12  -0.486
H: 2.00 6.76 8.32  0.125

The following is a DFT calculation (ωB97M-V/def2-TZVPD) of a structure of composition C41H55BN9O4STi.

Summary:
HOMO (alpha / beta)   -2.261 / -2.276 eV
Charge   -1
Gap between HOMO and LUMO (alpha / beta)   4.4 / 4.4 eV
LUMO energy (alpha / beta)   2.0948 / 2.0946 eV

Each line ends with the Löwdin charge.
CARTESIAN COORDINATES (ANGSTROEM)
H: -0.85 5.27 -3.33  0.074
O: 0.21 -1.22 -2.11  -0.140
H: 3.88 2.77 -1.67  0.084
N: -0.61 1.61 1.29  0.031
H: 2.27 1.60 -4.93  0.076
H: 3.67 -5.54 0.82  0.104
C: 4.50 -2.99 -2.61  -0.102
C: -3.35 -1.72 -0.14  0.032
B: -1.40 1.42 -0.02  -0.486
C: 3.75 -1.56 -0.84  -0.233
C: 3.74 2.49 -2.72  -0.052
H: 2.63 -7.15 2.38  0.095
C: 1.15 -5.76 3.07  -0.105
C: -0.60 2.72 -2.16  -0.191
H: -1.01 -0.42 2.37  0.064
H: 3.68 -0.49 3.94  0.083
H: -2.44 5.41 1.34  0.082
H: 1.97 -0.56 4.43  0.084
H: -3.80 1.45 -2.10  0.051
H: -4.25 -2.31 -0.19  0.100
N: 0.76 1.18 -1.33  0.021
C: -2.82 -4.54 -0.23  -0.076
H: -2.51 -5.58 -0.13  0.077
H: -1.87 3.48 -4.57  0.079
H: 2.95 -3.45 -4.07  0.114
H: -2.31 2.18 -0.05  0.103
H: 2.46 -1.01 2.79  0.044
C: 2.65 -0.33 3.61  -0.056
H: -0.22 -5.06 -0.79  0.090
O: 0.40 -2.39 -4.02  0.011
C: -0.79 2.54 2.25  -0.210
C: -5.68 0.03 0.44  -0.075
C: -1.59 4.73 1.44  -0.045
H: -1.27 4.43 0.44  0.056
C: 1.39 1.76 -2.36  -0.224
C: -2.32 3.90 3.70  -0.072
C: -2.48 3.16 -3.72  -0.065
C: 0.57 2.75 -2.90  0.045
N: -1.15 -1.17 3.04  0.138
H: -2.53 3.41 -1.59  0.106
H: 1.97 -0.03 -4.34  0.074
H: -2.59 2.08 -3.79  0.078
N: 0.54 0.90 1.50  0.071
H: -0.75 -3.83 -1.95  0.091
H: -3.22 4.53 3.67  0.075
C: -4.42 0.63 -0.19  -0.361
H: 5.77 -2.14 -1.06  0.113
C: -2.02 -2.18 -0.06  -0.223
C: -4.70 1.05 -1.64  -0.042
C: -3.28 -0.34 -0.14  -0.198
H: 3.64 0.50 -4.63  0.081
H: 0.79 3.39 -3.74  0.115
H: -6.08 -0.78 -0.18  0.075
H: -2.52 3.03 4.32  0.081
C: 2.24 -6.14 2.30  -0.101
C: 1.12 1.44 2.58  -0.209
H: 3.38 3.37 -3.27  0.072
C: 2.21 -2.28 -2.47  -0.206
C: 2.81 -5.24 1.40  -0.072
H: 0.41 -3.42 -0.68  0.047
C: 2.31 -3.96 1.24  0.002
H: -5.48 -0.38 1.43  0.079
S: -0.66 -3.72 3.76  1.058
H: 3.86 1.84 4.62  0.076
H: -2.10 -1.33 3.33  0.096
H: -5.02 0.19 -2.22  0.091
H: -0.83 5.31 -1.57  0.069
H: -6.45 0.80 0.53  0.075
C: 0.84 -1.98 -2.95  -0.625
C: 4.77 -2.24 -1.46  -0.024
N: 2.45 -1.64 -1.28  -0.030
H: 4.71 2.20 -3.13  0.076
H: 2.80 3.11 3.98  0.075
N: 0.56 -2.35 1.91  0.092
H: -0.76 5.28 1.91  0.088
C: 3.83 -0.56 0.23  -0.567
O: 2.64 -0.04 0.43  -0.173
Ti: 1.03 -0.61 -0.37  1.012
H: 2.75 -3.26 0.55  0.096
H: -2.80 3.01 1.82  0.116
H: 3.20 1.27 2.33  0.124
H: -5.49 1.81 -1.67  0.082
H: -3.62 -4.36 0.49  0.071
C: 2.48 1.12 3.14  -0.353
C: 2.65 0.82 -4.27  -0.036
C: 0.66 -4.48 2.92  -0.478
C: -1.82 3.57 -2.40  -0.364
C: 2.75 1.33 -2.83  -0.340
C: 3.20 -2.96 -3.13  -0.014
C: -1.62 -3.63 0.03  -0.342
C: 1.20 -3.57 1.99  -0.312
H: 0.48 3.07 3.96  0.100
H: -4.16 1.52 0.38  0.111
H: -3.21 -4.40 -1.23  0.088
C: -0.40 -2.27 2.77  -0.686
C: -1.43 5.05 -2.43  -0.065
H: 0.72 -6.45 3.79  0.101
N: -1.20 -1.13 -0.02  0.043
C: -0.47 -4.01 -0.91  -0.036
H: 2.17 1.92 5.14  0.078
H: 3.09 0.53 -2.18  0.113
C: 2.84 2.06 4.29  -0.089
O: 4.86 -0.21 0.81  0.036
N: -0.46 1.77 -1.21  0.086
C: -1.94 3.50 2.27  -0.361
C: 0.29 2.46 3.09  0.029
H: -2.32 5.68 -2.44  0.078
H: -1.29 -3.83 1.05  0.091
H: -1.52 4.48 4.16  0.075
N: -1.97 -0.01 -0.08  0.060
H: -3.47 3.62 -3.82  0.078
H: 5.29 -3.53 -3.12  0.079

The following is a DFT calculation (ωB97M-V/def2-TZVPD) of a structure of composition C41H55CrF4O36.

Summary:
HOMO (alpha / beta)   -10.383 / -11.514 eV
<S²>   6.005
Charge   +1
2S+1   5
Gap between HOMO and LUMO (alpha / beta)   8.0 / 9.2 eV
LUMO energy (alpha / beta)   -2.3614 / -2.3637 eV

Each line ends with the Löwdin charge.
CARTESIAN COORDINATES (ANGSTROEM)
O: -0.25 0.04 2.44  0.041
H: -3.57 -3.36 3.94  0.149
H: -2.02 6.20 -0.20  0.084
H: 3.37 2.07 4.14  0.084
H: 0.17 -6.06 3.25  0.140
H: 0.39 3.29 -2.33  0.114
O: 1.85 3.74 -0.06  0.153
H: 2.34 -4.61 -2.24  0.175
H: -2.01 -3.36 -0.95  0.150
H: -0.74 2.60 -4.27  0.164
H: -3.74 -4.26 2.33  0.149
O: -0.55 -1.38 -1.52  -0.004
C: 0.21 0.59 3.48  -0.509
C: 4.65 -1.46 2.13  -0.317
C: 4.03 -3.52 -1.39  -0.087
O: -1.92 1.61 0.73  0.069
O: -4.26 -1.62 1.41  0.094
O: -7.15 -3.32 -2.85  0.134
H: 2.89 -0.25 -3.71  0.156
C: 2.88 -3.67 -2.35  -0.255
H: -3.42 -4.54 -2.39  0.148
H: -3.54 6.48 0.63  0.099
O: 5.55 -2.48 -4.25  0.164
C: 1.64 3.08 0.99  -0.558
H: 0.80 6.17 0.27  0.075
O: -1.59 3.84 1.09  0.094
C: -2.95 -5.11 -1.59  -0.041
H: -3.27 -0.34 -2.77  0.086
H: 1.20 1.55 -4.11  0.104
C: -2.95 -1.68 1.49  -0.526
C: -0.64 5.30 -4.50  -0.612
C: 3.18 0.79 -3.84  -0.343
C: 5.13 -2.81 2.66  0.015
O: 5.04 -2.85 -2.07  0.084
O: -0.51 6.25 -5.30  0.120
O: 4.28 1.09 -7.11  0.096
H: -6.65 -0.01 -0.41  0.134
H: -4.69 0.69 -3.21  0.098
C: -1.06 -6.03 -2.47  -0.514
H: 6.03 -2.70 3.28  0.095
C: 1.78 6.21 -0.20  0.016
H: -3.38 5.10 -0.41  0.102
O: -0.09 0.65 -1.68  -0.048
H: 0.38 -4.44 5.02  0.171
H: 2.42 2.80 -3.94  0.137
C: 4.81 -2.92 -3.38  -0.513
H: 1.97 -5.93 3.18  0.145
H: 3.65 0.46 4.88  0.080
C: 2.54 4.93 0.29  -0.264
C: -1.71 -4.41 -1.01  -0.319
F: -1.42 -4.91 0.21  0.090
O: -0.19 1.71 4.02  0.127
H: 4.29 2.22 -2.62  0.095
H: 0.26 2.55 5.83  0.148
C: -6.17 -2.95 1.91  0.005
H: 3.08 1.29 -1.73  0.077
O: 1.30 0.24 4.02  0.176
C: -3.72 -3.31 2.86  -0.074
H: 3.79 -3.13 -0.40  0.128
H: 4.41 -3.34 3.28  0.074
O: 0.96 2.09 1.06  0.135
C: 0.94 -4.21 4.11  -0.277
O: -0.32 -6.74 -3.13  0.153
H: 1.51 6.06 -1.24  0.080
C: 3.10 1.40 4.95  0.007
H: 2.41 5.85 2.29  0.137
F: -2.35 2.82 -3.09  0.079
H: 3.52 4.87 -0.18  0.155
H: 5.38 -3.50 1.86  0.085
C: 0.45 -3.42 2.11  -0.541
C: -3.57 4.20 2.19  -0.101
O: 0.23 -3.23 3.36  0.171
C: 3.05 -0.80 0.79  -0.511
C: -4.85 -2.39 2.48  -0.259
H: 1.50 0.63 6.10  0.168
O: 1.91 -0.46 0.38  0.072
H: -3.45 4.23 3.28  0.153
H: 1.21 3.10 4.52  0.132
O: -7.33 -1.53 -1.65  0.093
H: 4.84 -0.68 2.87  0.148
C: -1.29 3.37 -3.72  -0.277
C: -2.84 5.70 0.32  -0.016
H: -5.08 -1.72 3.31  0.156
O: 4.16 -0.53 0.13  0.100
O: 0.25 -2.63 1.20  0.129
F: 2.20 -3.94 4.44  0.083
O: -2.33 -6.26 -2.14  0.075
C: 2.75 4.93 1.81  -0.090
H: 2.25 7.14 0.12  0.099
C: -2.31 2.69 1.23  -0.465
H: -6.89 -2.16 1.71  0.085
H: -3.78 0.82 -1.70  0.080
H: -6.73 -3.63 2.54  0.093
Cr: -0.33 0.01 0.34  0.911
H: 5.80 -1.79 0.34  0.134
O: 2.02 3.78 2.10  0.052
C: 1.02 -5.39 3.12  -0.041
C: 1.60 1.01 5.09  -0.320
C: 0.75 2.20 4.93  -0.093
H: 3.79 4.76 2.11  0.135
H: -4.65 -1.42 -0.96  0.131
C: 3.65 1.15 -6.02  -0.462
O: 3.59 -3.49 -3.56  0.142
O: -1.62 4.45 -4.57  0.177
H: -1.92 5.56 2.22  0.157
O: 0.18 5.04 -3.55  0.085
C: 3.80 1.25 -2.55  -0.015
C: -2.42 4.90 1.52  -0.325
H: 5.98 -0.20 1.01  0.149
C: -6.57 -0.38 -1.43  -0.078
O: -0.08 -0.63 -3.53  0.164
O: 0.99 -4.68 1.89  0.060
H: 4.41 -4.52 -1.17  0.146
H: -0.81 4.48 -1.81  0.125
C: -0.34 4.02 -2.68  -0.009
C: 5.26 -0.99 0.84  -0.093
O: 3.29 -1.47 1.86  0.138
O: -3.42 2.90 1.84  0.134
H: -4.48 4.52 1.69  0.152
O: 2.45 1.66 -5.79  0.096
O: 4.21 0.83 -4.79  0.071
C: -4.19 0.12 -2.43  -0.006
C: -5.12 -0.87 -1.77  -0.269
H: -3.62 -5.51 -0.84  0.143
O: -5.41 -1.91 -2.74  0.091
O: -0.81 -4.76 -2.03  0.120
H: -0.28 -1.57 -3.59  0.131
O: -2.14 -1.10 0.77  0.061
H: 3.51 1.84 5.86  0.093
H: 4.56 0.51 -2.31  0.082
C: 2.22 1.82 -4.39  -0.077
C: -0.30 -0.44 -2.25  -0.845
O: -2.65 -2.61 2.35  0.088
H: -5.96 -3.37 0.92  0.089
H: -6.86 0.41 -2.12  0.137
F: 1.98 -2.64 -2.19  0.071
C: -6.67 -2.27 -2.48  -0.624

The following is a DFT calculation (ωB97M-V/def2-TZVPD) of a cluster of 10 separate species, C41H55F5O7S4 in total.

Summary:
HOMO   -8.650 eV
Charge   0
Gap between HOMO and LUMO   9.1 eV
LUMO energy   0.4463 eV

Each line ends with the Löwdin charge.
CARTESIAN COORDINATES (ANGSTROEM)
H: 4.30 -3.59 1.04  0.112
H: 2.12 3.66 2.95  0.109
H: -2.51 3.19 3.26  0.069
H: -0.16 7.29 1.86  0.056
H: -2.10 2.42 0.46  0.093
H: 1.72 -4.41 -4.38  0.115
C: 2.57 -4.92 -1.50  -0.275
H: -2.03 6.99 -0.59  0.052
H: 4.67 -4.92 -1.02  0.119
H: -1.76 -2.90 1.67  0.044
S: -1.79 5.58 1.35  0.841
C: 0.61 2.59 3.94  -0.027
H: 0.14 -3.89 2.93  0.044
O: -0.75 4.57 1.71  -0.572
F: -0.97 1.29 5.14  0.065
H: -2.76 1.42 2.89  0.085
C: -1.45 6.09 -0.37  -0.242
H: 6.18 -0.93 -1.64  0.102
C: 1.33 0.95 5.52  -0.028
C: -3.22 2.37 3.17  -0.016
C: 0.51 0.37 -0.14  -0.298
C: 2.20 -3.30 0.68  -0.099
S: -5.39 -1.50 -2.54  0.837
H: 3.42 2.53 -3.10  0.053
H: 4.20 -0.04 1.98  0.112
H: -4.84 -3.44 -1.24  0.057
H: -3.12 -4.45 -5.23  0.089
H: -4.74 -1.82 -4.81  0.056
C: -6.33 2.00 -0.39  -0.040
O: 1.12 4.24 -3.79  -0.563
C: 1.10 -3.73 -0.03  -0.076
C: -0.07 -3.23 -4.43  -0.275
C: 6.19 -0.48 -0.66  -0.100
C: -2.10 0.80 -0.94  -0.054
C: 0.66 -4.38 -4.57  -0.031
H: -3.88 2.18 4.02  0.107
C: -1.31 -5.43 -5.36  -0.098
H: 0.57 -6.41 -5.30  0.114
H: -1.83 7.95 1.73  0.050
H: -1.73 -0.70 -2.41  0.092
H: -2.00 -2.18 -4.62  0.106
C: -0.04 -0.45 -1.11  -0.031
C: 0.03 -5.49 -5.10  -0.080
H: -0.23 3.08 3.46  0.075
C: 2.65 1.32 5.33  -0.080
F: 2.77 -5.72 -2.58  0.044
S: -1.35 -2.31 3.94  0.824
H: -1.28 7.11 3.20  0.051
C: -4.80 1.95 1.40  -0.652
H: 2.47 1.17 -2.38  0.036
C: -1.77 -1.94 2.21  -0.246
F: 0.59 -2.16 -3.93  0.046
C: -2.06 -4.26 -5.15  -0.079
H: 0.52 -3.66 4.64  0.053
O: -4.80 -0.13 -2.77  -0.567
C: -1.42 -3.09 -4.73  -0.002
C: 1.96 3.87 -1.31  -0.255
H: 4.11 -0.94 -0.20  0.085
H: 2.83 4.42 -1.66  0.058
H: 1.05 0.20 6.25  0.117
S: 1.11 3.17 -2.75  0.808
H: -5.91 -3.04 -4.42  0.048
C: 7.42 0.60 1.11  -0.013
H: 0.58 -1.24 -1.51  0.102
H: -6.84 1.14 0.06  0.098
H: -3.12 0.98 -1.23  0.086
C: 5.12 0.03 1.40  -0.019
C: 1.92 2.94 3.73  -0.086
H: 0.08 -3.45 0.19  0.092
C: 0.25 -3.15 3.72  -0.260
H: -1.01 -1.32 1.74  0.040
C: 0.30 1.58 4.85  -0.285
C: -4.42 -2.45 -1.31  -0.238
C: 2.95 2.33 4.42  -0.092
H: -1.87 -6.30 -5.68  0.102
H: -3.43 -2.48 -1.78  0.033
C: -1.35 -0.24 -1.51  -0.070
H: 1.04 -2.44 3.49  0.035
C: -0.22 1.39 0.44  -0.022
H: -5.82 1.68 -1.30  0.074
H: -7.14 2.66 -0.71  0.093
C: 7.38 0.03 -0.16  -0.085
H: -4.22 -3.23 -3.92  0.009
C: 6.26 0.59 1.89  -0.287
H: 2.07 -2.70 1.57  0.082
H: 3.42 0.83 5.91  0.104
H: 0.44 -4.98 -1.64  0.120
O: -4.09 2.80 2.12  -0.031
H: -1.69 5.31 -1.09  0.053
O: -2.26 -3.44 4.41  -0.570
H: 8.26 0.13 -0.77  0.104
H: 1.24 4.57 -0.87  0.020
F: 6.28 1.13 3.12  0.057
O: -5.41 2.64 0.46  0.018
C: -1.53 1.59 0.07  -0.063
C: 3.69 -4.54 -0.76  -0.003
H: 2.26 3.14 -0.56  0.049
C: 5.05 -0.50 0.11  -0.083
C: 2.48 1.99 -3.09  -0.249
C: -5.04 -2.52 -4.03  -0.250
H: -0.39 6.32 -0.47  0.048
H: -4.46 -1.92 -0.37  0.047
H: 8.36 0.99 1.49  0.114
C: -1.21 7.14 2.11  -0.251
H: 2.30 1.63 -4.10  0.048
C: 1.30 -4.54 -1.15  -0.018
F: 1.78 0.15 0.28  0.040
H: 3.97 2.68 4.31  0.099
O: -4.79 0.76 1.56  0.113
H: 0.19 2.02 1.22  0.099
H: -2.77 -1.52 2.20  0.044
C: 3.48 -3.74 0.35  -0.086

| no. | maximum force (eV/Å) | total energy (Eh) |
| --- | --- | --- |
| 1 | 0.8 | -8686.5178 |
| 2 | 2.1 | -3662.0008 |
| 3 | 7.0 | -5747.8190 |
| 4 | 1.8 | -4213.9040 |